# 1
Here is a cluster of 10 separate species, C46H96F12N6O12 in total at a distorted geometry from OMol25. Energies are from wB97M-V/def2-TZVPD.

Geometry as XYZ:
```
172
Properties=species:S:1:pos:R:3
C -0.948 6.364 -4.016
C -0.682 5.444 -5.231
C 0.167 4.226 -4.823
C 1.621 4.699 -4.528
N 2.623 3.673 -4.114
C 3.924 4.290 -3.688
C 4.609 3.193 -2.802
C 3.489 2.590 -2.004
C 2.230 2.846 -2.885
C 2.912 2.659 -5.181
H 0.022 6.635 -3.544
H -1.650 6.033 -3.284
H -1.317 7.378 -4.318
H -0.162 5.979 -6.045
H -1.695 5.108 -5.632
H 0.177 3.526 -5.636
H -0.265 3.661 -3.959
H 1.565 5.364 -3.677
H 2.028 5.266 -5.374
H 4.566 4.503 -4.562
H 3.608 5.172 -3.127
H 4.996 2.439 -3.455
H 5.436 3.659 -2.261
H 3.623 1.543 -1.775
H 3.336 3.194 -1.108
H 1.769 1.871 -3.178
H 1.462 3.343 -2.329
H 3.443 3.233 -5.974
H 1.992 2.247 -5.518
H 3.518 1.852 -4.749
C -3.189 -7.754 2.180
C -2.762 -6.319 2.321
C -4.035 -5.414 2.334
C -3.517 -3.978 2.383
N -4.425 -2.785 2.568
C -3.466 -1.614 2.614
C -2.788 -1.692 4.011
C -3.946 -2.342 4.879
C -5.067 -2.756 3.881
C -5.410 -2.615 1.521
H -2.257 -8.346 2.200
H -3.641 -7.856 1.180
H -3.969 -8.053 2.889
H -2.073 -5.864 1.579
H -2.295 -6.238 3.330
H -4.702 -5.869 3.102
H -4.586 -5.598 1.373
H -3.080 -3.753 1.407
H -2.788 -3.887 3.129
H -3.994 -0.692 2.419
H -2.841 -1.659 1.722
H -2.598 -0.718 4.414
H -1.896 -2.281 3.947
H -4.307 -1.721 5.674
H -3.568 -3.256 5.285
H -5.819 -1.995 3.857
H -5.623 -3.711 4.090
H -5.929 -1.693 1.552
H -6.128 -3.440 1.639
H -4.817 -2.493 0.592
C 5.115 -2.866 -1.822
C 5.657 -2.360 -3.245
O 5.022 -1.787 -4.097
N 6.974 -2.598 -3.454
H 3.825 -0.916 -3.882
H 7.549 -2.916 -2.726
C 7.431 -2.484 -4.833
H 4.568 -2.084 -1.296
H 6.024 -3.154 -1.289
H 4.535 -3.748 -1.920
H 7.790 -3.472 -5.138
H 8.182 -1.716 -4.929
H 6.593 -2.250 -5.455
C 2.018 -4.352 3.195
C 3.153 -4.021 2.287
O 2.955 -3.491 1.232
N 4.364 -4.547 2.731
H 0.332 -2.836 7.614
H 4.508 -4.825 3.682
C 5.579 -4.612 1.895
H 2.048 -4.349 4.251
H 1.733 -5.384 2.858
H 1.172 -3.671 2.808
H 6.094 -5.495 2.157
H 6.253 -3.812 2.142
H 5.418 -4.580 0.832
C -4.901 0.329 -3.248
C -5.575 -0.236 -2.055
O -5.249 0.112 -0.921
N -6.563 -1.189 -2.369
H -5.366 0.481 1.033
H -6.992 -1.484 -1.486
C -6.749 -1.869 -3.626
H -5.309 0.023 -4.193
H -3.795 0.110 -3.262
H -4.971 1.450 -3.266
H -7.576 -1.442 -4.205
H -7.058 -2.870 -3.351
H -5.857 -2.052 -4.187
C -1.970 0.404 0.117
C -0.696 -0.265 0.638
O -0.599 -1.121 1.507
N 0.405 0.208 0.038
H -0.696 4.605 -1.003
H 0.258 0.666 -0.865
C 1.732 -0.241 0.268
H -2.102 0.620 -0.931
H -2.196 1.218 0.771
H -2.706 -0.355 0.309
H 1.622 -1.195 0.774
H 2.365 0.464 0.761
H 2.224 -0.400 -0.703
C -5.301 1.938 2.284
O -4.279 2.528 1.669
O -5.553 0.612 1.935
C -5.058 1.769 3.812
F -5.826 0.883 4.327
F -3.814 1.524 4.193
F -5.486 2.945 4.329
C -4.548 3.196 0.418
C -3.642 4.451 0.306
H -3.901 5.131 1.054
H -2.604 4.211 0.357
H -3.869 4.796 -0.690
H -5.641 3.405 0.299
H -4.260 2.474 -0.362
H -6.171 2.592 2.219
C 1.956 -0.926 -4.605
O 2.449 -0.481 -5.846
O 2.840 -0.380 -3.724
C 0.544 -0.548 -4.420
F 0.184 0.712 -4.838
F -0.243 -1.306 -5.227
F 0.158 -0.694 -3.105
C 2.143 -1.368 -6.921
C 1.211 -0.779 -7.907
H 1.582 0.031 -8.558
H 1.016 -1.555 -8.628
H 0.232 -0.525 -7.484
H 1.652 -2.241 -6.483
H 3.063 -1.680 -7.416
H 2.098 -2.045 -4.660
C 1.112 5.301 -0.326
O 2.312 4.746 0.055
O 0.134 4.330 -0.487
C 0.596 6.435 0.696
F 0.675 6.228 1.965
F 1.339 7.506 0.362
F -0.688 6.830 0.428
C 2.324 3.792 1.221
C 3.773 3.654 1.534
H 4.208 4.533 2.001
H 3.979 2.909 2.301
H 4.306 3.410 0.620
H 1.626 2.945 1.023
H 1.812 4.318 2.071
H 1.204 5.910 -1.269
C 1.558 -1.221 7.371
O 1.770 -1.134 8.724
O 1.102 -2.517 6.860
C 0.653 -0.065 6.911
F -0.601 -0.193 7.438
F 1.172 1.063 7.337
F 0.534 -0.051 5.574
C 2.982 -1.759 9.188
C 3.589 -0.913 10.286
H 3.729 0.147 10.147
H 3.013 -1.134 11.155
H 4.641 -1.248 10.479
H 3.612 -1.928 8.282
H 2.607 -2.738 9.567
H 2.543 -1.073 6.714
```

molecular weight = 1153.280 g/mol
charge = +2
E_LUMO = -3.3503 eV
HOMO level = -12.8 eV
gap between HOMO and LUMO = 0.34726 Eh
multiplicity = 1

# 2
Here is a structure of composition C46H98F12K3N2O29S4 at a distorted geometry from OMol25. Energies are from wB97M-V/def2-TZVPD.

Geometry as XYZ:
```
194
Properties=species:S:1:pos:R:3
K 9.874 -5.770 0.716
K 19.516 -3.020 -4.008
K 18.829 -9.353 7.163
C 25.473 -3.423 -4.184
F 24.403 -4.239 -3.804
F 26.619 -3.820 -3.554
F 25.756 -3.618 -5.524
S 25.123 -1.533 -3.740
O 24.409 -1.619 -2.505
O 26.381 -0.764 -3.612
N 24.089 -1.123 -5.145
S 24.947 -0.240 -6.060
O 25.395 1.096 -5.651
O 26.061 -1.068 -6.570
C 23.839 0.145 -7.651
F 23.525 -0.984 -8.290
F 22.803 0.870 -7.283
F 24.627 0.870 -8.508
C 17.365 -9.788 1.506
F 18.584 -10.188 1.916
F 17.220 -10.479 0.419
F 16.441 -9.978 2.497
S 17.386 -7.943 1.069
O 18.627 -7.593 0.360
O 16.182 -7.665 0.273
N 17.530 -7.230 2.706
S 17.050 -5.831 2.352
O 17.690 -5.122 1.239
O 15.644 -5.712 2.398
C 17.712 -4.946 3.961
F 19.036 -5.243 4.102
F 17.635 -3.633 3.806
F 17.021 -5.276 5.039
C 16.152 -12.228 -9.882
O 14.779 -12.171 -9.590
C 14.375 -13.273 -8.785
C 12.892 -13.568 -8.648
O 12.469 -13.927 -9.984
C 11.045 -13.718 -10.236
C 10.615 -14.214 -11.678
O 11.373 -13.470 -12.685
C 10.724 -13.457 -13.921
H 16.838 -12.104 -9.043
H 16.371 -11.435 -10.597
H 16.395 -13.068 -10.533
H 14.829 -13.292 -7.794
H 14.842 -14.141 -9.249
H 12.395 -12.674 -8.272
H 12.720 -14.317 -7.875
H 10.853 -12.658 -10.074
H 10.388 -14.193 -9.508
H 9.541 -14.035 -11.636
H 10.768 -15.284 -11.819
H 11.023 -14.173 -14.686
H 10.887 -12.504 -14.426
H 9.638 -13.477 -13.830
C 8.393 -18.594 2.396
O 9.780 -18.693 2.523
C 10.454 -17.760 1.675
C 12.026 -17.834 1.943
O 12.433 -19.181 1.603
C 12.885 -19.390 0.245
C 12.984 -20.932 0.020
O 11.651 -21.477 0.062
C 11.519 -22.481 -0.929
H 7.915 -19.058 3.259
H 8.020 -18.919 1.424
H 8.045 -17.562 2.435
H 9.950 -16.798 1.767
H 10.134 -18.028 0.669
H 12.063 -17.712 3.026
H 12.609 -17.067 1.434
H 13.862 -18.937 0.077
H 12.182 -19.011 -0.497
H 13.564 -21.458 0.778
H 13.417 -21.080 -0.970
H 12.231 -23.305 -0.892
H 11.540 -22.125 -1.959
H 10.533 -22.918 -0.769
C 25.319 0.153 9.104
O 25.618 1.339 9.873
C 24.523 1.651 10.786
C 24.807 2.955 11.517
O 26.081 2.787 12.207
C 26.253 3.644 13.329
C 26.466 5.193 12.972
O 25.296 5.628 12.193
C 24.215 6.160 12.911
H 24.960 -0.728 9.637
H 26.203 -0.204 8.575
H 24.506 0.280 8.389
H 24.354 1.006 11.648
H 23.549 1.832 10.330
H 24.038 3.329 12.193
H 24.966 3.685 10.723
H 27.060 3.345 13.998
H 25.427 3.461 14.015
H 27.412 5.275 12.438
H 26.519 5.820 13.862
H 23.610 6.600 12.119
H 24.560 7.005 13.508
H 23.616 5.490 13.528
C 21.866 -20.298 2.701
O 22.891 -19.288 2.835
C 22.534 -17.929 2.673
C 23.894 -17.151 2.718
O 24.732 -17.591 1.607
C 25.988 -16.964 1.705
C 26.837 -17.177 0.439
O 27.105 -18.625 0.354
C 28.007 -18.910 -0.703
H 22.181 -21.335 2.821
H 21.359 -20.266 1.737
H 21.159 -20.379 3.526
H 21.917 -17.571 3.498
H 22.133 -17.818 1.666
H 24.378 -17.307 3.683
H 23.657 -16.111 2.496
H 26.578 -17.367 2.528
H 25.912 -15.894 1.895
H 27.793 -16.680 0.607
H 26.296 -16.746 -0.403
H 28.977 -18.414 -0.665
H 27.580 -18.731 -1.689
H 28.212 -19.976 -0.608
C 15.487 -3.721 -5.862
O 16.366 -2.653 -6.172
C 15.472 -1.498 -6.459
C 16.302 -0.284 -6.937
O 17.027 0.210 -5.848
C 16.564 1.423 -5.347
C 17.366 1.708 -4.099
O 17.433 0.609 -3.166
C 18.207 0.886 -1.959
H 14.751 -3.462 -5.100
H 16.081 -4.506 -5.395
H 15.105 -4.263 -6.727
H 14.882 -1.115 -5.626
H 14.752 -1.868 -7.188
H 15.674 0.378 -7.533
H 17.090 -0.366 -7.685
H 15.482 1.410 -5.219
H 16.716 2.250 -6.040
H 16.836 2.579 -3.714
H 18.373 2.019 -4.376
H 17.707 1.535 -1.240
H 19.210 1.265 -2.159
H 18.373 -0.058 -1.438
C 10.216 -1.561 16.357
O 10.451 -1.837 14.992
C 9.729 -0.996 14.150
C 10.268 -1.003 12.717
O 11.625 -0.374 12.641
C 12.170 -0.419 11.376
C 13.232 0.662 11.308
O 14.332 0.301 12.056
C 15.465 1.128 11.957
H 10.729 -2.376 16.868
H 9.160 -1.650 16.611
H 10.650 -0.670 16.811
H 10.082 -0.028 14.503
H 8.644 -1.097 14.186
H 9.609 -0.493 12.014
H 10.345 -2.044 12.404
H 11.383 -0.183 10.659
H 12.601 -1.410 11.236
H 12.828 1.635 11.585
H 13.471 0.574 10.248
H 15.939 1.019 10.982
H 16.168 0.858 12.745
H 15.217 2.183 12.079
C 22.663 -9.490 5.298
O 22.365 -10.026 6.645
C 23.262 -11.141 6.971
C 22.838 -11.840 8.229
O 21.580 -12.573 8.162
C 21.181 -13.055 9.452
C 19.690 -13.595 9.297
O 18.839 -12.625 8.682
C 17.493 -13.082 8.569
H 22.417 -10.266 4.572
H 23.687 -9.124 5.225
H 22.050 -8.619 5.066
H 24.262 -10.730 7.109
H 23.250 -11.890 6.179
H 22.807 -11.092 9.021
H 23.546 -12.604 8.551
H 21.099 -12.237 10.167
H 21.826 -13.887 9.736
H 19.333 -13.754 10.315
H 19.748 -14.525 8.731
H 17.032 -12.883 7.601
H 16.791 -12.570 9.227
H 17.425 -14.117 8.905
```

molecular weight = 1616.813 g/mol
charge = +1
E_LUMO = -4.4780 eV
HOMO level = -8.6 eV
gap between HOMO and LUMO = 0.15230 Eh
multiplicity = 1

Total energy (computed, eV): -115365.5502, -236546.2705